{"formula": "C14H9F5N4PdS2", "method": "the ωB97M-V functional and the def2-TZVPD basis", "elements": ["Pd", "C", "C", "N", "N", "C", "N", "S", "C", "C", "C", "C", "C", "N", "H", "H", "H", "H", "H", "H", "H", "H", "H", "F", "C", "C", "F", "C", "F", "C", "S", "C", "F", "C", "F"], "xyz": [[0.44830, -0.03249, -0.68850], [3.93615, 1.50441, 1.21819], [2.70465, 0.78926, 0.79050], [2.00217, 1.13614, -0.23534], [2.37698, 2.20897, -0.98148], [1.58239, 2.44900, -1.97494], [1.82229, 3.47275, -2.79149], [0.13521, 1.49384, -2.34060], [2.19433, -0.37127, 1.54545], [2.81734, -0.85348, 2.68016], [2.25315, -1.92167, 3.36596], [1.07371, -2.47392, 2.90150], [0.50842, -1.95442, 1.75052], [1.05219, -0.93552, 1.08458], [4.09796, 2.38467, 0.60781], [4.79886, 0.84091, 1.12064], [3.85770, 1.79967, 2.26544], [2.61761, 4.06597, -2.61632], [1.23837, 3.66809, -3.58515], [3.73369, -0.39906, 3.02684], [2.73171, -2.31210, 4.25378], [0.59464, -3.29830, 3.40929], [-0.40454, -2.37248, 1.34923], [-6.61646, -0.15208, -1.27226], [-5.37021, -0.43582, -1.30885], [-4.46650, 0.41089, -0.61584], [-4.94124, 1.43990, 0.03510], [-3.13966, 0.11950, -0.64102], [-2.29961, 0.86804, 0.01124], [-2.64137, -1.03211, -1.37742], [-1.06471, -1.42562, -1.56479], [-3.62567, -1.87358, -2.05749], [-3.20450, -2.91314, -2.70899], [-4.95491, -1.57991, -2.02507], [-5.84845, -2.31503, -2.63072]], "atomic_forces_ev_per_a": [[-0.4, -0.2, 0.2], [0.0, 0.0, 0.0], [0.1, 0.0, 0.1], [0.0, 0.0, -0.1], [0.1, -0.1, 0.2], [-0.1, 0.0, -0.1], [0.0, 0.0, 0.0], [-0.1, -0.1, -0.2], [0.0, 0.0, 0.1], [0.0, 0.0, 0.0], [0.0, 0.0, 0.0], [0.0, 0.0, 0.0], [0.0, 0.0, -0.1], [0.2, 0.0, -0.1], [0.0, 0.0, 0.0], [0.0, 0.0, 0.0], [0.0, 0.0, 0.0], [0.0, 0.0, 0.0], [0.0, 0.0, 0.0], [0.0, 0.0, 0.0], [0.0, 0.0, 0.0], [0.0, 0.0, 0.0], [0.0, 0.0, 0.0], [-0.1, 0.0, 0.0], [0.1, 0.0, 0.0], [0.0, 0.0, 0.0], [0.0, 0.0, 0.0], [-0.1, -0.1, -0.1], [0.1, 0.0, 0.1], [0.0, 0.0, -0.2], [0.2, 0.2, 0.2], [0.0, 0.1, 0.1], [0.0, 0.0, 0.0], [0.0, 0.0, 0.0], [0.0, 0.0, 0.0]], "mulliken_charge": [0.599, -1.394, 0.532, 0.432, -1.111, 0.773, -0.382, -0.347, 0.589, -0.472, -0.479, -0.828, -0.053, -0.186, 0.374, 0.368, 0.386, 0.236, 0.191, 0.412, 0.453, 0.419, 0.426, -0.164, 0.657, -0.113, -0.218, 0.267, -0.168, 0.615, 0.134, 0.255, -0.211, 0.211, -0.201], "gap_ev": 3.654, "homo_energy_ev": -14.53, "lumo_energy_ev": -10.88, "spin_multiplicity": 1, "total_charge": 2}

---

{"formula": "C14H9N2O10S3Zr", "method": "the ωB97M-V functional and the def2-TZVPD basis", "elements": ["Zr", "O", "C", "O", "C", "C", "C", "C", "C", "N", "C", "O", "O", "H", "H", "H", "H", "H", "O", "S", "O", "O", "S", "O", "S", "O", "N", "C", "O", "C", "C", "C", "C", "C", "C", "H", "H", "H", "H"], "xyz": [[-0.45897, 1.32664, -0.54594], [2.04701, 4.42530, -0.01887], [1.72585, 3.29086, -0.50675], [0.75608, 3.08763, -1.25504], [2.55789, 2.08312, -0.20358], [3.84518, 1.98920, 0.28869], [4.42480, 0.72381, 0.30232], [3.73405, -0.38225, -0.18736], [2.43244, -0.19023, -0.62141], [1.88079, 1.00878, -0.58236], [1.45780, -1.14226, -1.26423], [1.74847, -2.40546, -1.42670], [0.39985, -0.69341, -1.67063], [1.21176, 4.98277, -0.00412], [4.37526, 2.86793, 0.62762], [5.43533, 0.60212, 0.66779], [4.22347, -1.34647, -0.22301], [2.60985, -2.66033, -1.07044], [-1.68877, 2.99354, -0.37866], [-1.28516, 3.86275, 0.83168], [-0.47733, 4.97389, 0.37211], [-2.40469, 4.14306, 1.65402], [-0.01957, 2.47535, 1.72534], [-1.46162, -0.71980, 2.97829], [-1.34701, -0.75037, 1.56973], [0.00962, -0.52783, 0.98933], [-2.15088, 0.35256, 0.67645], [-2.49079, -0.26707, -0.46995], [-2.25554, 0.36246, -1.53547], [-2.74512, -1.71607, -0.33778], [-3.39843, -2.60250, -1.17177], [-3.42261, -3.94096, -0.79756], [-2.78816, -4.37998, 0.36099], [-2.10326, -3.49355, 1.18701], [-2.10252, -2.16977, 0.81214], [-3.89215, -2.25845, -2.07009], [-3.94836, -4.65527, -1.41593], [-2.82997, -5.42755, 0.62544], [-1.60461, -3.82222, 2.08870]], "atomic_forces_ev_per_a": [[-0.6, 0.3, 0.9], [0.2, 0.0, 0.1], [-0.1, -0.1, -0.1], [0.0, 0.0, -0.1], [0.3, -0.2, -0.1], [0.0, 0.0, -0.1], [0.0, 0.0, 0.0], [-0.1, 0.0, 0.0], [0.1, 0.0, 0.1], [0.0, 0.1, 0.1], [0.1, 0.0, 0.0], [-0.1, -0.1, -0.1], [-0.2, 0.1, 0.0], [-0.1, 0.0, 0.0], [0.0, 0.0, 0.0], [0.0, 0.0, 0.0], [0.0, 0.0, 0.0], [0.0, 0.1, 0.0], [0.2, -0.4, -0.3], [0.3, -0.2, 0.2], [-0.1, 0.2, 0.1], [0.0, 0.1, 0.0], [-0.2, -0.1, -0.4], [-0.1, 0.0, 0.0], [0.0, -0.3, 0.0], [0.1, 0.0, 0.0], [0.1, 0.2, 0.0], [0.1, 0.0, -0.3], [0.0, 0.1, 0.0], [0.0, -0.1, 0.0], [0.0, 0.1, 0.0], [0.0, 0.0, 0.0], [0.0, 0.0, 0.0], [0.1, 0.0, 0.1], [0.0, 0.2, -0.1], [0.0, 0.0, 0.0], [0.0, 0.0, 0.0], [0.0, 0.0, 0.0], [0.0, 0.0, 0.0]], "mulliken_charge": [0.826, -0.418, 0.168, -0.653, 0.567, -0.543, -0.672, -0.693, 1.248, -0.049, 0.443, -0.452, -0.559, 0.584, 0.556, 0.464, 0.270, 0.300, -0.440, 1.237, -0.694, -0.563, -0.189, -0.612, 1.079, -0.431, -0.472, 1.275, -0.656, 0.398, -0.647, -0.546, -0.508, -0.842, 0.382, 0.498, 0.418, 0.429, 0.499], "gap_ev": 7.274, "homo_energy_ev": -12.22, "lumo_energy_ev": -4.95, "spin_multiplicity": 1, "total_charge": 1, "de_lowest_kj_mol": 80.7}

---

{"formula": "C14H9N7O6SSn", "method": "the ωB97M-V functional and the def2-TZVPD basis", "elements": ["Sn", "O", "C", "O", "C", "C", "C", "C", "C", "N", "C", "O", "O", "H", "H", "H", "N", "C", "N", "C", "N", "C", "S", "C", "O", "H", "H", "H", "H", "H", "H", "O", "N", "C", "C", "N", "C", "N"], "xyz": [[0.03341, 0.43699, 0.57933], [-1.64670, -0.42547, -3.45993], [-1.39074, -0.13615, -2.30729], [-0.27506, -0.15524, -1.68950], [-2.57748, 0.35499, -1.44962], [-3.86591, 0.48888, -1.93437], [-4.84016, 0.98716, -1.07038], [-4.49251, 1.32446, 0.23722], [-3.17576, 1.13059, 0.60475], [-2.27470, 0.66854, -0.20589], [-2.62026, 1.47103, 2.05157], [-3.47733, 1.78782, 2.85197], [-1.35401, 1.35508, 2.14234], [-4.07980, 0.21383, -2.95571], [-5.85962, 1.10892, -1.40984], [-5.20017, 1.72024, 0.94854], [-0.26905, -1.70658, 1.26703], [-1.09709, -2.50658, 1.55751], [-1.91816, -3.40965, 1.72065], [-2.38588, -4.21556, 2.62568], [-2.86185, -4.96437, 3.36686], [3.24516, -1.74483, 2.47647], [2.74376, -1.74447, 0.73332], [4.41554, -1.87097, 0.03321], [2.37798, -0.29415, 0.49229], [3.97507, -0.95494, 2.63804], [3.65373, -2.71773, 2.73968], [2.34896, -1.54795, 3.06118], [5.02386, -1.04192, 0.38440], [4.32617, -1.82832, -1.04965], [4.84225, -2.82540, 0.33287], [0.99002, 2.59668, -0.56561], [1.99183, 2.32188, -1.18809], [2.66475, 2.88767, -2.11617], [3.83599, 2.22063, -2.59591], [4.78603, 1.69802, -2.96948], [2.33503, 4.15281, -2.70175], [2.07271, 5.16403, -3.17571]], "atomic_forces_ev_per_a": [[-2.9, -1.9, -0.9], [0.7, -0.1, 0.2], [-2.0, 0.4, 0.1], [1.8, 0.1, 1.3], [0.6, -0.4, -0.8], [-0.1, 0.1, 0.2], [0.2, 0.0, 0.2], [-0.1, -0.2, -0.5], [0.2, 0.8, 2.3], [1.4, -0.3, -0.4], [-2.5, -0.4, -2.1], [1.2, 0.1, 0.4], [1.9, -0.2, 0.6], [0.0, 0.0, 0.0], [0.0, 0.0, 0.0], [0.0, 0.0, 0.1], [0.6, 1.9, -0.5], [-0.2, -0.3, 0.2], [0.1, 0.4, -0.9], [-0.2, -0.3, 0.7], [0.1, 0.1, -0.1], [-0.3, -0.1, -0.3], [1.0, -0.7, 0.6], [-0.4, 0.1, 0.0], [-1.0, 1.1, -0.2], [0.0, 0.0, -0.1], [0.0, -0.1, 0.0], [0.0, -0.1, 0.0], [0.0, 0.1, 0.1], [-0.1, 0.0, 0.0], [0.0, -0.1, 0.0], [-0.1, 0.1, -0.1], [0.1, -0.4, 0.1], [0.1, 0.2, -0.2], [0.2, -0.3, 0.1], [0.0, 0.0, 0.0], [-0.3, 0.1, 0.1], [0.0, 0.0, 0.0]], "mulliken_charge": [1.419, -0.672, 0.263, -0.420, 0.306, -0.672, -0.252, -0.623, 0.408, 0.001, 0.374, -0.635, -0.595, 0.531, 0.435, 0.539, -0.520, 0.535, -0.539, 0.444, -0.460, -0.974, 0.612, -1.058, -0.537, 0.314, 0.420, 0.300, 0.320, 0.364, 0.418, -0.516, 0.534, 0.593, -0.020, -0.367, 0.042, -0.312], "gap_ev": [5.961, 5.689], "homo_energy_ev": [-9.57, -9.57], "lumo_energy_ev": [-3.61, -3.88], "spin_multiplicity": 1, "de_lowest_kj_mol": 199.9}

---

Computed total energy (Ha) in order:
-2180.855642 -2642.401755 -1985.953543